58
Properties=species:S:1:pos:R:3:forces:R:3 method="wB97M-V/def2-TZVPD" relative_energy_kj_mol=0.0 s2=0.78 e_homo_ev="-7.31 / -7.19" max_force_ev_per_a=0.56 e_lumo_ev="-0.05 / -0.07" e_tot_ev=-131896.5238 multiplicity=2
H 2.19151 3.65701 1.90084 0.00 0.01 0.00
O 0.59811 -0.80685 1.43812 0.06 0.16 -0.10
H -4.23850 2.72955 0.60498 0.00 0.00 0.00
H 2.57622 -3.79226 -2.12256 0.02 0.01 0.00
H -5.12980 1.87180 -0.65694 -0.01 0.00 0.00
C -1.80384 1.52404 0.12188 0.06 -0.03 0.03
H 0.91586 -3.25498 -1.87626 0.03 0.01 0.01
H 2.49872 3.81672 0.16612 0.01 0.00 0.00
H 0.51329 1.72766 2.60636 0.01 0.02 0.02
C -1.24852 1.44642 1.38480 0.09 -0.01 0.00
H -2.55515 -4.32724 -1.77633 -0.01 0.00 0.00
H 2.70377 -0.07843 -0.00048 -0.03 0.01 0.01
C 2.09794 0.15564 -0.88897 -0.08 0.11 -0.01
H -4.66852 -0.41500 0.41323 -0.01 0.01 -0.01
C 0.07745 1.90638 1.63339 -0.09 -0.03 -0.10
I -2.40234 -6.16476 0.45652 -0.01 -0.02 0.00
C -0.75315 -4.14979 1.94447 0.03 0.00 0.05
C -1.40372 -3.34643 -0.23486 -0.01 -0.03 0.01
N -0.64419 -1.11544 -0.82094 0.10 0.14 -0.18
C -0.71274 -2.15341 0.05448 -0.07 -0.05 -0.08
C 1.95640 -3.04952 -1.61801 -0.04 0.00 0.01
I 0.90565 -2.69999 4.02829 0.02 0.02 0.03
C -3.18646 1.01949 -0.21284 -0.02 0.00 -0.01
Ge 2.50898 -1.24572 -2.16691 0.04 -0.02 -0.01
H -1.77712 0.95129 2.18661 -0.01 -0.01 0.00
H -0.76079 -4.92449 2.69924 0.00 0.00 0.01
H 0.66036 -1.00068 -3.96075 0.01 -0.01 0.00
C -1.21782 -1.22829 -1.99755 -0.06 -0.11 0.04
C -0.01257 -1.92548 1.28319 0.00 -0.08 0.02
H -3.11108 0.53385 -1.19161 0.00 0.01 0.00
Mn 0.28674 0.51684 -0.03116 -0.21 -0.07 0.51
H -3.78194 2.92975 -1.08867 0.01 0.00 0.00
C 0.26205 2.61480 -0.64149 0.17 0.05 0.10
H -2.37412 -2.43251 -3.35957 -0.01 0.00 0.00
C 0.80815 2.58908 0.65900 -0.05 0.00 -0.25
C -3.72713 -0.00433 0.77861 0.02 -0.01 0.01
H 2.16698 -1.56888 -4.67797 0.00 0.00 -0.01
H 0.83795 3.04138 -1.45259 0.05 -0.02 0.03
H 1.98100 0.13655 -4.25777 0.00 0.01 -0.01
H -3.03190 -0.83310 0.92546 0.00 0.01 0.00
C 1.74364 -0.88162 -3.94380 0.00 0.02 -0.01
H -3.92735 0.45160 1.75053 0.00 0.00 0.01
C -4.13972 2.21075 -0.35061 -0.01 0.00 0.01
H 2.53034 1.07568 -1.30966 0.03 -0.02 -0.01
C -0.98539 2.03975 -0.92234 -0.09 -0.05 0.00
C -1.92437 -2.38374 -2.37783 0.07 0.13 -0.01
H 4.71976 -2.06476 -3.18213 0.01 0.00 0.00
H 4.95968 -1.58676 -1.49641 -0.01 0.00 0.01
C -1.40803 -4.35531 0.75907 -0.02 0.01 -0.06
H 2.90286 2.31580 0.99763 -0.02 -0.01 0.00
H 2.07747 -3.18004 -0.54123 -0.01 -0.02 0.01
C 4.45825 -1.32038 -2.42801 -0.01 0.00 -0.02
C -2.02113 -3.42680 -1.50310 -0.02 -0.09 0.02
H -1.11614 -0.38779 -2.67189 -0.01 0.02 0.02
H -1.37937 2.05964 -1.93055 0.05 0.01 -0.03
C 2.17800 3.12984 0.94748 0.01 0.01 -0.02
C -0.06596 -2.95659 2.21222 -0.01 -0.07 0.02
H 4.84171 -0.35233 -2.75441 0.00 0.00 0.00